Computed, not measured: a molecular structure, C36H50BrN3OOsP2 at a distorted geometry, with the ωB97M-V functional and the def2-TZVPD basis.

The geometry in ORCA input format:
```
! wB97M-V def2-TZVPD RIJCOSX def2/J DEFGRID3
* xyz 4 5
C -3.3063 -2.0109 -2.3684
C -2.0986 -1.4315 -2.8346
C -2.0225 -1.0161 -4.1886
C -3.1002 -1.2925 -5.0254
N -4.2267 -1.8789 -4.5768
C -4.3275 -2.2460 -3.2859
C -1.0299 -1.4007 -2.0278
C 0.0298 -1.8529 -1.4721
C 1.1395 -2.7536 -1.3090
C 2.1238 -2.2279 -0.4582
C 3.3011 -2.8935 -0.1139
C 3.3274 -4.1741 -0.5684
C 2.4611 -4.7903 -1.4652
C 1.3366 -4.0379 -1.8882
Os 0.9502 -0.1807 -0.1987
P -0.9969 1.2451 -0.6478
H -1.1352 -0.5295 -4.5775
H -3.4231 -2.3074 -1.3320
H -3.0548 -1.0345 -6.0892
H -5.2529 -2.7430 -2.9730
H 0.5745 -4.3889 -2.5800
H 2.0240 -1.2234 0.2083
H 2.6002 -5.7986 -1.8195
H 4.0733 -2.4698 0.5215
C -0.9058 2.8498 0.2894
C -1.6902 4.0699 -0.1476
H 0.1568 3.1103 0.3955
H -1.2408 2.5251 1.2847
H -1.4359 4.8582 0.5616
H -1.4255 4.4574 -1.1339
H -2.7767 3.9675 -0.0871
C -1.3956 1.8115 -2.3766
C -2.7879 2.1341 -2.9048
H -0.9420 1.0611 -3.0368
H -0.7906 2.7146 -2.4477
H -2.6253 2.4451 -3.9479
H -3.4740 1.2860 -2.9643
H -3.2908 2.9795 -2.4367
C -2.6626 0.6308 -0.1451
C -3.8283 1.5374 0.2033
H -2.4833 -0.0728 0.6788
H -2.9135 0.0136 -1.0087
H -4.6672 0.8646 0.4014
H -3.6889 2.1217 1.1180
H -4.1666 2.1939 -0.5994
Br 4.6995 -5.2378 0.3213
P 2.1695 1.1770 -1.6244
C 1.8049 2.8840 -2.2530
C 2.9920 3.7965 -2.3635
H 1.0401 3.2982 -1.5762
H 1.3166 2.7339 -3.2220
H 2.6511 4.7590 -2.7283
H 3.4747 3.9814 -1.4099
H 3.7349 3.4486 -3.0714
C 3.3589 1.4080 -0.2366
C 4.8067 1.1042 -0.5899
H 2.9740 0.7441 0.5749
H 3.2555 2.4291 0.1359
H 5.4245 1.1582 0.3115
H 4.9379 0.1009 -1.0055
H 5.2238 1.8268 -1.2967
C 2.8625 0.1781 -2.9978
C 3.7332 0.8645 -4.0233
H 1.9757 -0.2603 -3.4760
H 3.3978 -0.6571 -2.5358
H 4.0462 0.1181 -4.7501
H 3.2068 1.6365 -4.5777
H 4.6435 1.2853 -3.6055
C -0.5490 -2.3833 5.8581
N -0.3018 -2.2162 4.4396
N -0.5829 -1.0995 3.7218
C -0.2136 -1.3390 2.4091
O -0.0849 -0.3983 1.5516
C 0.1344 -2.7194 2.3452
C 0.1546 -3.1860 3.6257
C 0.6010 -4.4895 4.1207
C -1.0692 0.1232 4.2920
C -0.4738 0.6672 5.4309
C -1.0598 1.7874 6.0414
C -2.1684 2.4099 5.4568
C -2.6975 1.9057 4.2622
C -2.1602 0.7496 3.6875
H -1.1587 -1.5724 6.2616
H 0.3990 -2.4348 6.4061
H -1.0690 -3.3338 6.0065
H 0.4243 -3.2132 1.4358
H 1.3813 -4.4120 4.8923
H -0.2331 -5.0910 4.5290
H 1.0238 -5.0527 3.2758
H 0.4403 0.2267 5.8399
H -0.6390 2.1718 6.9808
H -2.6160 3.2789 5.9319
H -3.5408 2.4120 3.7790
H -2.6036 0.3100 2.7932
*
```

Output
E_tot: -4986.9674 Ha
Lowest unoccupied orbital energy (alpha / beta): -11.73 / -14.39 eV
Energy above the lowest of the compared OMol25 structures with the same formula, charge and spin: 0.0 kcal/mol
Strongest force on any atom: 6.91 eV Å⁻¹